{"formula": "C24H48O24", "method": "the ωB97M-V functional and the def2-TZVPD basis", "species": ["O", "O", "O", "O", "O", "O", "O", "O", "O", "O", "O", "O", "O", "O", "O", "O", "O", "O", "O", "O", "O", "O", "O", "O", "C", "C", "C", "C", "C", "C", "C", "C", "C", "C", "C", "C", "C", "C", "C", "C", "C", "C", "C", "C", "C", "C", "C", "C", "H", "H", "H", "H", "H", "H", "H", "H", "H", "H", "H", "H", "H", "H", "H", "H", "H", "H", "H", "H", "H", "H", "H", "H", "H", "H", "H", "H", "H", "H", "H", "H", "H", "H", "H", "H", "H", "H", "H", "H", "H", "H", "H", "H", "H", "H", "H", "H"], "coordinates": [[-1.47745, -1.87554, 0.28924], [5.83022, -0.55672, -2.19001], [-5.26075, -2.59111, 3.14152], [-4.17885, -0.72329, 3.80700], [1.60426, -4.17799, -2.44279], [-2.63192, -1.94570, -1.65512], [-0.89537, -3.21628, -1.47762], [1.17239, -2.52449, -3.81480], [5.30690, 1.52981, -1.40249], [-3.00182, -2.52371, 3.52409], [-1.21737, 0.38301, -4.62652], [-1.58822, 2.11465, -0.62608], [-0.22793, 3.80590, 2.43715], [-1.47514, 4.74834, 1.06132], [-0.46702, 1.01635, 1.05230], [1.98230, -2.00606, -1.75667], [0.45314, 1.24701, -0.90493], [-1.64716, 2.54460, -5.08964], [0.59348, 4.11460, 0.37231], [0.41168, 0.07363, 4.55769], [1.06823, -1.99672, 3.98670], [-0.64372, -1.86448, 5.29892], [-0.01216, 1.92913, -3.68867], [5.19329, 1.02729, -3.60420], [-1.63131, 0.96296, 1.85147], [-3.29073, -0.81449, -1.14923], [-4.23252, -2.00469, 3.48205], [-1.83639, 5.09748, -0.26935], [-2.91775, -3.95918, 3.19919], [-1.68931, -1.16260, 6.01037], [-0.57075, 1.58543, -0.16067], [5.44758, 0.73186, -2.31552], [1.60202, -1.16922, -4.22827], [4.78102, 2.33208, -3.73711], [-0.34374, -2.41418, 0.99406], [6.12675, -0.95915, -0.86184], [0.18358, 3.33228, -3.42164], [-1.02562, 1.70931, -4.53216], [-5.46704, 0.01943, 3.69022], [2.06735, -4.60661, -1.17324], [1.99608, -1.36870, 2.98891], [-1.58354, -2.41768, -0.95276], [-0.28982, 4.29431, 1.21078], [1.64172, -2.81575, -2.61085], [1.81020, 1.20421, -0.43809], [1.11214, 3.33305, 2.83623], [0.30199, -1.17507, 4.65827], [-2.23493, -0.00385, -5.54624], [1.56408, 2.70385, 2.09025], [-2.52536, -1.89928, 5.95040], [6.96155, -1.63619, -0.79514], [-1.35206, 0.44789, 2.80913], [0.85974, 2.66114, 3.68412], [5.22236, -1.45527, -0.45425], [2.43469, -5.68401, -1.21802], [-4.14358, -0.62577, -1.83401], [2.13157, 2.16621, -0.08997], [-2.66917, 0.04096, -1.31218], [2.34438, -2.19129, 2.43754], [1.90129, 0.39064, 0.30494], [-1.42474, -0.98503, 7.05385], [-6.27090, -0.74143, 3.72318], [2.92182, -3.97795, -0.84390], [-2.92742, 5.28789, -0.21858], [-5.44343, 0.73107, 4.52805], [5.29433, 3.01557, -3.05149], [1.01339, 3.27746, -2.70838], [1.21252, -4.65107, -0.47852], [-1.92560, 1.93827, 2.11304], [3.70222, 2.31336, -3.48763], [-2.49295, -0.99354, -5.20896], [2.40784, 0.96578, -1.34937], [2.87240, -1.03003, 3.47447], [-1.25650, 5.98699, -0.60832], [1.46173, -0.60900, 2.49607], [-0.71425, 3.85867, -3.06388], [-5.38460, 0.59579, 2.76289], [1.66914, 4.21458, 3.07049], [-2.78207, -4.11386, 2.14772], [6.28896, -0.12010, -0.19351], [0.56584, 3.82205, -4.28623], [-3.85107, -4.39963, 3.54688], [1.47903, -0.36979, -3.50555], [-2.04073, -0.23403, 5.56778], [5.00525, 2.70326, -4.74164], [0.51502, -1.99253, 0.47077], [-2.46573, 0.31664, 1.44617], [-1.68983, 4.24527, -0.90343], [-2.06321, -4.27269, 3.74323], [-0.37140, -2.02017, 1.99285], [1.18620, -0.94514, -5.20297], [-1.73975, -0.08334, -6.52175], [-3.60524, -0.89047, -0.08548], [2.69322, -1.28641, -4.31887], [-3.02875, 0.74056, -5.56202], [-0.38825, -3.47932, 0.85695]], "lowdin_charge": [-0.032, 0.012, 0.080, -0.032, -0.019, 0.016, 0.173, 0.023, 0.088, -0.031, -0.023, 0.093, -0.006, 0.035, -0.016, 0.074, -0.005, 0.146, 0.092, 0.051, 0.002, -0.003, -0.016, 0.008, -0.029, -0.054, -0.613, -0.022, 0.024, -0.022, -0.580, -0.560, 0.007, -0.083, -0.005, -0.048, -0.020, -0.627, 0.026, -0.068, 0.031, -0.572, -0.663, -0.596, -0.005, 0.022, -0.591, -0.026, 0.066, 0.098, 0.089, 0.098, 0.101, 0.100, 0.109, 0.110, 0.077, 0.069, 0.082, 0.092, 0.095, 0.098, 0.095, 0.111, 0.094, 0.100, 0.093, 0.079, 0.077, 0.103, 0.092, 0.096, 0.088, 0.115, 0.060, 0.101, 0.094, 0.091, 0.086, 0.086, 0.082, 0.097, 0.073, 0.089, 0.102, 0.092, 0.100, 0.049, 0.085, 0.076, 0.091, 0.101, 0.098, 0.100, 0.095, 0.092], "relative_energy_ev": 2.056, "total_energy_ev": -74804.6915, "smiles": "COC(=O)OC.COC(=O)OC.COC(=O)OC.COC(=O)OC.COC(=O)OC.COC(=O)OC.COC(=O)OC.COC(=O)OC", "gap_ev": 11.0, "total_charge": 0}


{"formula": "C6H20NO2P", "method": "the ωB97M-V functional and the def2-TZVPD basis", "species": ["P", "O", "O", "N", "C", "C", "C", "C", "C", "C", "H", "H", "H", "H", "H", "H", "H", "H", "H", "H", "H", "H", "H", "H", "H", "H", "H", "H", "H", "H"], "coordinates": [[2.28320, -5.31741, -0.67922], [0.46821, -1.42451, -1.09194], [-1.51561, 2.01024, 0.83372], [2.73659, -3.70225, -0.21971], [0.45497, -0.55467, -2.22538], [-2.23865, 1.97471, 3.13786], [-0.33109, 3.42835, 2.38740], [0.37212, 0.89049, -1.76190], [-1.06159, 2.11013, 2.18422], [-0.70989, -0.91231, -3.13493], [-1.66042, -0.79805, -2.60629], [0.50666, 3.51240, 1.69392], [1.94106, -3.08388, -0.21132], [-0.54097, 1.06040, -1.18838], [-2.75483, 1.02735, 2.97703], [1.20971, 1.13041, -1.10506], [3.24564, -3.65729, 0.64383], [-1.91305, 2.02192, 4.17821], [1.39500, -0.71888, -2.75424], [-0.99793, 4.27269, 2.19125], [-0.64189, -1.95360, -3.45335], [-0.72854, -0.27685, -4.02178], [-0.35350, -1.29454, -0.61091], [-2.96735, 2.77190, 2.96621], [0.04935, 3.51746, 3.40618], [-2.12874, 2.73227, 0.67434], [3.08680, -6.20727, 0.07686], [0.38491, 1.57919, -2.60901], [2.77875, -5.41998, -2.01701], [-0.36891, 1.28156, 2.33939]], "lowdin_charge": [0.638, -0.070, -0.067, -0.326, -0.489, -0.064, -0.063, -0.062, -0.495, -0.063, 0.081, 0.078, -0.034, 0.058, 0.079, 0.081, -0.001, 0.080, 0.138, 0.081, 0.079, 0.079, 0.087, 0.081, 0.080, 0.087, -0.147, 0.081, -0.147, 0.138], "relative_energy_ev": 0.184, "total_energy_ev": -21419.4917, "smiles": "CC(C)O.CC(C)O.NP", "gap_ev": 8.7, "total_charge": 0}


{"formula": "C4H6N2O", "method": "the ωB97M-V functional and the def2-TZVPD basis", "species": ["O", "N", "N", "C", "C", "C", "C", "H", "H", "H", "H", "H", "H"], "coordinates": [[1.49932, -0.53670, -0.14725], [0.50012, -0.06525, 1.00046], [-0.94240, 1.80854, 1.59516], [-0.30768, 1.06391, 0.75531], [0.89785, -1.85138, -0.67253], [-1.63892, 1.42254, -1.50682], [-0.73937, 1.15320, -0.61615], [-0.33636, -1.68076, -0.64786], [1.41699, -2.19826, -1.69321], [-1.73661, 1.47630, -2.54822], [-0.48073, 1.75237, 2.54322], [1.08905, 0.20601, 1.75371], [0.77873, -2.55052, 0.18417]], "lowdin_charge": [-0.208, 0.066, 0.144, -0.504, -0.085, 0.154, -0.042, 0.115, 0.123, 0.007, 0.073, 0.104, 0.053], "relative_energy_ev": 7.372, "total_energy_ev": -9266.1294, "smiles": "[H]/N=C(/C#C)NOC", "gap_ev": 9.9, "total_charge": 0}


{"formula": "C31H50BN5O2P2PtS", "method": "the ωB97M-V functional and the def2-TZVPD basis", "species": ["Pt", "S", "P", "P", "O", "O", "N", "N", "N", "N", "N", "C", "C", "C", "C", "C", "C", "C", "C", "C", "C", "C", "C", "C", "C", "C", "C", "C", "C", "C", "C", "C", "C", "C", "C", "C", "C", "C", "C", "C", "C", "C", "B", "H", "H", "H", "H", "H", "H", "H", "H", "H", "H", "H", "H", "H", "H", "H", "H", "H", "H", "H", "H", "H", "H", "H", "H", "H", "H", "H", "H", "H", "H", "H", "H", "H", "H", "H", "H", "H", "H", "H", "H", "H", "H", "H", "H", "H", "H", "H", "H", "H", "H"], "coordinates": [[0.41762, 0.30266, -0.03932], [4.95073, -1.40546, 0.33818], [-0.65687, 1.14427, 2.11199], [0.37478, -0.32724, -2.26860], [3.32170, -0.32917, 3.32277], [2.24307, 1.18314, 2.34068], [-1.69553, 1.27005, -1.98055], [2.43033, -0.79834, 0.36252], [3.30077, 0.84413, 2.96583], [3.87446, 1.02669, 0.02563], [-2.36345, 1.67917, 0.13703], [-1.50987, 2.99359, 4.17041], [0.08628, -1.21473, 3.32090], [-3.74084, 2.21703, -3.11988], [0.68217, 1.99823, 4.56921], [2.28067, 1.49690, -2.98084], [-2.28911, 1.87073, 1.55327], [4.05635, -4.03870, 0.82676], [-1.18830, -0.44737, 2.95161], [-0.83863, 0.86438, -3.04749], [-1.51308, -2.22143, -1.68781], [-4.96883, 2.82573, -2.85305], [-0.40120, -1.98584, -2.71708], [0.63469, -3.11080, -2.59603], [-2.05437, -0.27329, 4.19871], [-1.02744, -2.07269, -4.11207], [-4.57791, 2.72178, -0.46246], [-1.98962, -1.26389, 1.93528], [1.44244, -3.01055, 0.85115], [3.62200, -0.28018, 0.26171], [1.67583, -4.35509, 1.07314], [1.59163, -0.04315, -4.83332], [1.87335, 0.05251, -3.33107], [2.52101, -2.16846, 0.59789], [0.39840, 3.60272, 2.66662], [3.81518, -2.69037, 0.60539], [-3.36678, 2.11231, -0.72039], [2.97291, -4.87030, 1.05332], [-0.25855, 2.45464, 3.44815], [3.04627, -0.88230, -3.01050], [-5.37929, 3.07323, -1.55020], [-2.95051, 1.85760, -2.04644], [-1.27844, 1.14608, -0.61354], [0.72026, -1.39534, 2.45468], [-2.23438, 3.48298, 3.52593], [-1.99500, -3.17768, -1.90928], [-1.50263, 0.17492, 5.02230], [0.70797, -0.67858, 4.03626], [-4.89605, 2.92308, 0.55297], [-0.28079, 1.69821, -3.48173], [-1.15700, 3.75122, 4.87414], [3.13656, -5.92357, 1.23766], [1.30073, -2.99031, -1.74609], [-0.33347, -1.83073, -4.91293], [2.82568, -1.92305, -3.23688], [-2.38293, -1.26355, 4.52761], [5.06574, -4.42823, 0.83679], [-3.12490, 1.40860, 2.08784], [-1.91496, -1.45142, -4.22086], [0.90284, 2.87429, 5.18637], [3.33849, -0.81906, -1.96983], [1.61380, 1.60131, 4.20168], [3.34752, 1.62080, -3.17547], [0.11198, -4.06355, -2.47567], [-6.33304, 3.55251, -1.37313], [3.90442, -0.58427, -3.61877], [-1.40162, 0.40135, -3.85666], [-1.34810, -3.10794, -4.25677], [0.44294, -2.59606, 0.89053], [-3.41588, 2.04413, -4.13842], [-1.46471, -1.33564, 0.98583], [1.53710, -1.07843, -5.16860], [-2.97736, -0.84098, 1.73712], [2.11057, 1.73794, -1.93145], [-0.19895, -2.17651, 3.75943], [0.54925, 4.45132, 3.33917], [-2.31253, 2.93658, 1.77165], [0.67636, 0.46777, -5.13401], [-0.22194, 3.94562, 1.83220], [-2.95042, 0.32124, 4.01461], [0.20935, 1.25853, 5.21678], [1.74319, 2.22674, -3.58766], [4.78651, 1.34630, 0.31119], [-5.60556, 3.11726, -3.67788], [-2.02617, 2.23245, 4.74787], [2.42142, 0.42746, -5.36737], [3.12609, 1.61307, 0.38571], [1.24380, -3.18257, -3.49830], [-2.12510, -2.27427, 2.33201], [1.36132, 3.27857, 2.27568], [-1.11103, -2.26610, -0.67967], [0.84096, -5.01612, 1.26790], [-2.27434, -1.43847, -1.71198]], "lowdin_charge": [0.795, 1.110, 1.121, 1.035, -0.117, -0.330, -0.029, -0.026, -0.260, 0.118, -0.017, -0.092, -0.091, -0.018, -0.083, -0.099, -0.271, -0.081, -0.678, -0.254, -0.091, -0.106, -0.650, -0.081, -0.087, -0.082, -0.015, -0.100, -0.060, -0.746, -0.070, -0.083, -0.661, -0.324, -0.098, -0.457, -0.158, -0.086, -0.634, -0.078, -0.104, -0.160, -0.721, 0.029, 0.065, 0.096, 0.064, 0.068, 0.108, 0.091, 0.089, 0.102, 0.059, 0.062, 0.063, 0.091, 0.109, 0.098, 0.076, 0.092, 0.036, 0.035, 0.089, 0.094, 0.097, 0.096, 0.082, 0.094, 0.078, 0.106, 0.015, 0.071, 0.088, 0.044, 0.097, 0.088, 0.080, 0.076, 0.076, 0.073, 0.069, 0.077, 0.102, 0.096, 0.062, 0.094, 0.080, 0.076, 0.096, 0.060, 0.037, 0.106, 0.088], "relative_energy_ev": 1.263, "total_energy_ev": -77842.7783, "gap_ev": 7.5, "total_charge": 0}